Record 1
The following is a quantum chemistry calculation of C35H23Cl3N7O3STi as an isolated structure in a non-equilibrium geometry, from OMol25.

The geometry in XYZ format:
```
73
Properties=species:S:1:pos:R:3:forces:R:3
Ti 0.34152 -0.48517 -0.55991 1.14 -0.88 -0.59
O 1.90048 4.57633 4.13693 0.69 0.09 0.09
C 1.90963 4.78247 2.91218 -1.69 0.38 0.26
O 1.92709 5.82717 2.24170 0.69 0.14 -0.13
C 1.50283 3.54894 2.09283 0.05 -0.09 1.01
C 1.03791 2.44112 2.75911 0.15 -2.12 -1.10
C 0.73930 1.27943 2.00413 0.00 0.47 0.36
N 0.80312 1.24171 0.65789 0.27 1.90 -0.05
C 1.16109 2.40412 0.03252 0.82 0.23 0.92
C 1.51875 3.54097 0.72860 -0.50 -0.45 0.00
C 1.37112 2.41817 -1.41295 -1.35 -1.81 0.12
C 1.65165 3.53609 -2.17202 -0.01 -1.30 -0.85
C 1.82585 3.33120 -3.52857 -0.25 -0.97 1.45
C 1.67855 2.10015 -4.09834 -0.60 -1.44 -0.66
C 1.24528 1.02596 -3.29708 1.16 2.07 1.22
N 1.13244 1.18123 -1.94771 -0.06 0.38 -1.61
C 0.35485 -0.03438 2.60504 0.51 0.19 -0.75
C 0.59317 -0.42457 3.90244 0.33 1.51 0.24
C 0.28327 -1.65260 4.37217 -0.48 -0.93 0.81
C -0.36871 -2.50024 3.50692 0.40 0.52 -1.15
C -0.52796 -2.10753 2.17550 0.14 -0.27 0.05
N -0.11648 -0.91772 1.72694 -0.37 -0.49 -0.63
H 1.05811 2.42455 3.82760 -0.16 0.12 0.46
H 1.77374 4.47726 0.29593 0.35 0.48 -0.61
H 1.74420 4.53457 -1.84679 0.09 0.68 0.93
H 2.10604 4.16093 -4.05591 0.60 1.85 -1.71
H 1.82167 1.95907 -5.18278 -0.10 0.00 0.73
H 1.06991 0.05952 -3.69080 -0.12 -0.50 -0.29
H 1.03986 0.24181 4.58420 0.54 0.98 0.51
H 0.51756 -1.90616 5.42151 -0.21 -0.01 -0.78
H -0.61018 -3.47457 3.78998 -0.61 -1.38 0.37
H -0.95281 -2.75406 1.40163 0.24 0.12 0.58
O 2.44072 -0.72848 -0.10028 -0.94 -0.40 -0.68
N 2.87057 -1.93755 0.23675 1.37 0.51 1.47
C 4.07134 -1.96991 0.85723 -0.10 -1.01 -0.03
C 4.58813 -3.13647 1.42269 -0.01 2.95 -0.45
C 3.85832 -4.27561 1.27435 -1.31 -0.93 -0.66
C 2.61311 -4.25462 0.62605 1.20 0.32 0.56
C 2.13121 -3.04248 0.11437 -0.34 -1.01 -0.36
S 0.72827 -2.94218 -0.82487 -0.98 0.32 0.01
H 4.55164 -1.02911 0.76584 0.51 0.65 0.47
H 5.49654 -3.00535 2.00559 -0.03 -0.52 -0.35
H 4.34189 -5.16362 1.59780 -0.23 -0.96 0.42
H 1.96325 -5.11426 0.49705 0.37 0.01 0.05
C -3.00365 2.93519 2.52124 0.71 -1.87 -1.03
C -2.44942 3.50878 1.40617 0.47 0.21 -1.09
C -1.96864 2.74612 0.31829 -1.07 -0.66 0.77
C -2.05644 1.34930 0.38747 -0.27 0.69 0.02
C -2.60794 0.75191 1.51515 0.43 -0.03 0.08
C -3.03395 1.53970 2.55722 -0.05 1.00 -0.81
N -1.57111 0.49292 -0.66328 -0.32 0.24 -0.73
N -2.18348 0.59918 -1.75868 -0.23 -0.62 0.26
C -1.76394 -0.32057 -2.75443 1.48 -0.10 -0.23
C -2.43808 -0.30107 -3.98450 -0.36 0.09 1.08
C -2.02739 -1.14526 -4.98743 0.31 -0.07 -1.40
C -0.85782 -1.87598 -4.79846 0.98 -0.55 0.44
C -0.10852 -1.84653 -3.59542 -0.77 -0.64 -1.21
C -0.56469 -1.10125 -2.53776 -1.24 1.67 1.59
H -3.40494 3.48776 3.31270 -0.37 0.88 1.01
H -2.39649 4.58079 1.35526 0.06 0.32 -0.18
H -1.69538 3.20529 -0.61444 0.42 0.22 -0.09
H -2.68484 -0.31896 1.64831 0.07 0.04 -0.43
H -3.46245 1.04284 3.36020 -0.74 -0.73 1.59
H -3.30359 0.33328 -4.11990 -0.02 0.11 0.08
H -2.54979 -1.13170 -5.97695 0.53 -0.19 1.06
H -0.41510 -2.51496 -5.55857 -0.48 0.14 -0.30
H 0.81026 -2.46079 -3.54164 -0.59 0.47 0.05
Cl -3.88125 -5.22880 -2.15127 -0.22 1.00 0.66
C -4.47096 -3.92112 -1.05986 -0.30 0.88 -0.87
Cl -5.65861 -2.81401 -1.91267 0.43 -0.83 0.13
Cl -5.25707 -4.60856 0.36278 0.23 0.00 -0.19
C -3.42911 -2.95273 -0.63067 1.59 0.74 2.53
N -2.75348 -2.26692 0.04567 -1.83 -1.82 -2.42
```
Forces are in eV/Å.

multiplicity = 2
maximum force = 3.5 eV/A
LUMO (spin up / spin down) = -0.7 / -0.9 eV
⟨S²⟩ = 0.759
HOMO-LUMO gap (spin up / spin down) = 6.98 / 6.82 eV
relative energy (zero: lowest compared OMol25 entry of this formula, charge and spin) = 0.1377 eV



Record 2
The following is a quantum chemistry calculation of a 2-piece molecular cluster, C2H6ClFN overall in a non-equilibrium geometry, from OMol25.

The geometry in XYZ format:
```
11
Properties=species:S:1:pos:R:3:forces:R:3
C 0.32549 0.87078 -0.80912 1.21 0.28 -1.63
H 1.98783 1.95648 -0.03028 -0.34 -0.06 0.02
Cl -2.02802 -0.33720 0.93781 0.08 0.12 0.16
C 1.01396 1.58506 0.33222 0.72 -0.49 0.17
H -0.65166 1.33493 -1.00651 0.16 -1.09 0.31
H 0.49361 -0.21897 -0.71909 -1.11 0.71 -0.06
H 1.23507 0.80993 1.09303 -0.11 0.33 -0.11
N 0.22476 2.69083 0.84572 -0.45 0.05 0.39
H 0.74823 3.19570 1.55396 -0.02 -0.07 -0.07
H -0.58923 2.28619 1.32465 0.19 0.13 -0.30
F 1.05297 1.14311 -2.09613 -0.33 0.08 1.11
```
Forces are in eV/Å.

net charge = -1
maximum force = 2.0 eV/A
LUMO = 4.1 eV
HOMO-LUMO gap = 8.13 eV
relative energy (zero: lowest compared OMol25 entry of this formula, charge and spin) = 0.0000 eV



Record 3
The following is a quantum chemistry calculation of C21H33N4O3PPt as an isolated structure in a non-equilibrium geometry, from OMol25.

The geometry in XYZ format:
```
63
Properties=species:S:1:pos:R:3:forces:R:3
Pt 1.02175 0.43329 0.57737 1.01 0.45 0.52
N 4.31214 1.42054 0.63260 0.06 0.06 0.12
C 4.12874 2.65890 0.35250 -0.08 0.00 -0.10
C 5.27677 3.41620 -0.18293 -0.04 0.01 -0.02
C 5.23512 4.75724 -0.24646 0.00 -0.02 0.03
C 4.04280 5.43875 0.18055 0.07 0.01 -0.05
C 2.87609 4.77648 0.59525 -0.07 -0.07 0.14
C 1.72445 5.51422 0.92937 -0.01 -0.05 0.01
C 0.58404 4.81340 1.28636 0.03 0.07 0.01
C 0.62714 3.43496 1.28335 0.06 -0.09 0.13
N 1.72317 2.68637 0.93285 -0.50 -0.10 -0.32
C 2.82581 3.35652 0.63632 0.15 -0.09 -0.06
H 3.61493 0.85360 1.10734 -0.01 0.01 0.01
H 5.21121 0.96279 0.46431 0.00 0.01 -0.01
H 6.16561 2.85977 -0.46553 0.00 0.00 -0.02
H 6.08325 5.33497 -0.59603 0.01 -0.01 0.01
H 4.03720 6.52701 0.15377 -0.01 0.01 -0.01
H 1.74151 6.59936 0.91883 0.00 0.00 -0.01
H -0.32793 5.32357 1.56865 0.01 0.00 0.03
H -0.24376 2.87198 1.58179 0.00 0.00 -0.03
C -3.75508 0.36233 2.17855 0.00 -0.01 -0.04
C -2.32148 -0.07560 2.08741 0.00 0.02 0.06
O -1.96722 -0.31966 0.65588 0.06 -0.01 -0.12
P -1.00467 0.46248 -0.25683 -0.30 0.14 -0.17
O -1.06677 -0.16456 -1.65516 0.03 0.05 0.01
C -1.24712 -1.59830 -2.03126 -0.03 -0.05 0.02
C -2.29582 -1.67868 -3.10422 0.00 0.05 0.00
O -1.31303 1.97858 -0.38769 -0.06 -0.10 -0.05
C -2.33042 2.54581 -1.37130 -0.06 -0.05 -0.06
C -3.16926 3.56495 -0.66422 0.04 -0.01 0.05
H -4.06053 0.33658 3.22527 0.00 0.03 0.00
H -4.40164 -0.31728 1.62545 -0.01 -0.02 0.03
H -3.89812 1.37604 1.80673 0.00 -0.01 -0.01
H -2.14201 -1.03029 2.57384 -0.01 -0.02 -0.05
H -1.61877 0.65802 2.48657 -0.01 0.01 -0.01
H -1.52817 -2.14313 -1.12959 -0.03 0.04 0.00
H -0.26485 -1.91562 -2.37802 -0.01 0.01 -0.01
H -3.23825 -1.24964 -2.76627 -0.01 -0.04 0.02
H -2.47318 -2.72874 -3.34144 0.01 0.00 -0.02
H -1.97253 -1.17375 -4.01244 0.00 0.00 0.00
H -2.90771 1.70750 -1.75544 -0.02 0.00 0.05
H -1.72702 2.95803 -2.17521 0.02 0.00 0.03
H -3.75122 3.12587 0.14436 -0.02 0.00 -0.02
H -3.86831 3.98630 -1.38895 -0.01 0.01 0.01
H -2.56568 4.38493 -0.27447 -0.01 0.01 -0.02
N 1.25588 -1.47921 0.61222 -0.29 -0.26 -0.21
C 0.93745 -2.60588 0.43173 0.00 0.01 0.11
N 0.70140 -3.83769 0.30746 0.04 -0.04 0.00
C 0.98853 -4.58819 -0.96047 -0.03 0.04 0.02
C -0.30760 -5.19518 -1.48662 0.03 -0.07 -0.07
C -1.25000 -5.64423 -0.35596 -0.09 0.01 0.02
C -0.50621 -5.91295 0.94845 0.04 -0.06 -0.01
C 0.21511 -4.67349 1.47078 0.00 0.03 0.10
H 1.71915 -5.34857 -0.68478 -0.01 -0.01 0.01
H 1.45847 -3.90477 -1.66535 0.02 0.00 0.01
H -0.02554 -6.04288 -2.11235 0.00 0.00 0.01
H -0.81114 -4.48564 -2.14516 0.00 -0.01 0.01
H -1.77416 -6.54792 -0.66029 -0.03 0.01 0.01
H -2.02827 -4.89422 -0.18473 0.05 0.05 0.01
H 0.19978 -6.73571 0.82611 0.03 0.04 -0.04
H -1.20481 -6.22690 1.72363 0.02 -0.04 0.00
H 1.09566 -4.92917 2.06065 -0.01 0.00 0.00
H -0.43484 -4.03956 2.07292 -0.04 0.02 -0.07
```
Forces are in eV/Å.

net charge = +4
maximum force = 1.2 eV/A
LUMO = -16.3 eV
HOMO-LUMO gap = 3.79 eV
relative energy (zero: lowest compared OMol25 entry of this formula, charge and spin) = 0.3232 eV



Record 4
The following is a quantum chemistry calculation of C3H5BrO as an isolated structure in a non-equilibrium geometry, from OMol25.

The geometry in XYZ format:
```
10
Properties=species:S:1:pos:R:3:forces:R:3
C 0.31618 1.34227 1.37300 0.44 -1.63 3.29
C -0.22668 -0.45424 -0.34001 3.77 0.67 2.33
C 1.00788 0.93057 0.17215 -2.93 -2.03 -2.31
O -0.59339 2.10964 1.42619 -0.55 0.98 -0.51
Br 2.60775 0.01617 0.19465 1.59 -0.57 0.62
H 0.57460 0.74942 2.35456 0.03 0.67 -1.41
H -1.15881 0.02729 -0.48166 -0.86 -0.01 -0.18
H -0.09695 -1.31182 0.42182 -0.75 1.90 -0.54
H 0.32250 -0.88420 -1.14801 -0.20 0.26 -1.21
H 1.09542 1.72433 -0.56869 -0.54 -0.25 -0.09
```
Forces are in eV/Å.

maximum force = 4.5 eV/A
LUMO = 0.7 eV
HOMO-LUMO gap = 10.51 eV
relative energy (zero: lowest compared OMol25 entry of this formula, charge and spin) = 1.2591 eV



Record 5
The following is a quantum chemistry calculation of a 5-piece molecular cluster, C5H11N3 overall in a non-equilibrium geometry, from OMol25.

The geometry in XYZ format:
```
19
Properties=species:S:1:pos:R:3:forces:R:3
C 1.29808 -1.86406 0.43085 -0.66 4.17 5.53
C -0.04613 -1.03213 0.12617 1.74 -0.19 4.04
C -0.24781 0.45705 0.33449 1.20 0.81 -2.86
C 0.85241 1.57521 0.17462 -3.37 -1.28 4.81
C -2.17968 -0.19188 -2.40684 -4.76 -2.59 0.07
H 2.55496 -1.02976 0.81425 -3.92 -2.86 -1.66
H 0.70964 -2.27821 1.73569 2.82 0.77 -3.80
H 1.23995 -2.66542 -0.23275 1.11 -1.60 -0.87
H -0.66476 -1.65123 0.77255 -1.44 0.53 -1.02
H -1.06855 1.05563 0.58199 -1.76 -0.45 1.71
H 1.38658 1.46229 -0.68897 2.26 -0.59 -1.73
H 0.27361 2.52725 0.11454 0.72 -0.70 0.12
H 0.38759 0.38061 2.46311 2.50 2.79 -2.38
H 1.39662 3.25075 2.14776 0.25 -3.41 -0.60
H -3.31332 -0.51233 -2.45057 1.87 1.17 -1.20
H -1.63450 -0.04124 -3.33069 0.66 0.60 0.51
N 1.51911 1.31427 1.53408 -1.69 2.41 1.34
N -0.52317 -0.24125 -0.90462 -0.29 -0.98 -2.90
N -1.94064 -0.51555 -1.21565 2.73 1.39 0.90
```
Forces are in eV/Å.

maximum force = 7.0 eV/A
LUMO = -1.3 eV
HOMO-LUMO gap = 7.53 eV
relative energy (zero: lowest compared OMol25 entry of this formula, charge and spin) = 16.6340 eV



Record 6
The following is a quantum chemistry calculation of a 2-piece molecular cluster, C2HBrCl2F2 overall in a non-equilibrium geometry, from OMol25.

The geometry in XYZ format:
```
8
Properties=species:S:1:pos:R:3:forces:R:3
C -1.43664 0.42323 -0.49427 -2.64 0.54 0.57
C -1.27377 1.50144 0.51340 2.82 0.71 1.01
F -0.78719 0.95582 1.71594 -1.47 0.27 -1.19
F -2.36745 2.20513 0.70415 -1.32 -0.15 0.73
Cl -1.44756 0.74035 -2.13765 0.16 -0.13 0.23
Cl -0.03719 2.74309 0.18108 0.27 -0.23 -0.75
Br -2.56877 -0.88418 0.28036 0.54 0.02 -0.76
H 0.22528 -0.48518 -0.22401 1.64 -1.03 0.17
```
Forces are in eV/Å.

multiplicity = 3
maximum force = 3.1 eV/A
LUMO (spin up / spin down) = 0.2 / -2.8 eV
⟨S²⟩ = 2.005
HOMO-LUMO gap (spin up / spin down) = 8.42 / 8.63 eV
relative energy (zero: lowest compared OMol25 entry of this formula, charge and spin) = 2.2051 eV



Record 7
The following is a quantum chemistry calculation of C10H14N3O as an isolated structure in a non-equilibrium geometry, from OMol25.

The geometry in XYZ format:
```
28
Properties=species:S:1:pos:R:3:forces:R:3
C 1.07763 -2.11714 -2.44316 -1.66 -4.38 1.47
C 1.48478 -0.86930 -2.40845 -0.99 3.95 1.16
C 0.13918 -2.61027 -1.52270 0.15 2.48 0.68
C 0.91049 0.04986 -1.51729 -0.27 0.61 0.01
C -0.37897 -1.76013 -0.51445 -0.71 -3.42 -0.23
C 0.02726 -0.49678 -0.54943 1.88 4.63 -0.04
C -1.94957 0.64603 0.02069 1.56 0.98 -0.35
C 0.62959 1.48779 2.30569 -1.16 1.94 0.36
C 0.25859 1.68367 0.76142 0.86 -0.28 1.14
C -0.67935 -0.40849 2.07065 1.79 5.13 0.55
N 0.48406 0.09717 2.62840 -0.47 -0.71 -0.42
N -2.04675 1.62649 -0.84987 -1.06 1.02 -0.58
N -0.52928 0.48987 0.45392 -0.97 -2.24 0.03
O -2.76014 -0.10679 0.39896 -1.78 -1.42 1.03
H 1.48556 -2.86967 -3.07550 0.31 -0.09 -0.86
H 2.03475 -0.46934 -3.17633 1.74 0.70 -1.58
H -0.23975 -3.57143 -1.60131 -0.37 -1.79 -0.06
H 1.08175 1.20373 -1.66559 -0.21 -2.66 0.47
H -1.09313 -2.12325 0.27118 0.76 0.27 -1.27
H 1.58792 1.90466 2.59857 0.38 -0.41 -0.43
H -0.05433 2.17598 2.87355 0.12 -1.20 -0.20
H -0.22484 2.64472 0.51490 -0.14 -0.68 0.54
H 1.19775 1.68491 0.23647 0.15 -0.26 -0.34
H -0.85955 -1.40760 2.04281 -0.03 -2.71 -0.63
H -1.46465 0.14875 2.49187 -1.50 0.44 0.00
H 1.23888 -0.45888 2.29319 1.18 -0.25 0.18
H -1.23431 2.09351 -1.14288 0.75 0.64 -0.45
H -2.92590 2.05488 -1.07578 -0.29 -0.28 -0.18
```
Forces are in eV/Å.

net charge = +1
maximum force = 5.5 eV/A
LUMO = -2.9 eV
HOMO-LUMO gap = 10.15 eV
relative energy (zero: lowest compared OMol25 entry of this formula, charge and spin) = 1.8100 eV